1.
{
  "formula": "C66H86GeN2P2ScSi2",
  "method": "ωB97M-V/def2-TZVPD",
  "elements": ["Sc", "C", "Si", "C", "C", "C", "C", "C", "C", "P", "C", "C", "C", "C", "C", "C", "C", "C", "C", "C", "C", "C", "C", "C", "C", "C", "C", "C", "P", "C", "C", "C", "C", "C", "C", "C", "C", "C", "C", "C", "C", "H", "H", "H", "H", "H", "H", "H", "H", "H", "H", "H", "H", "H", "H", "H", "H", "H", "H", "H", "H", "H", "H", "H", "H", "H", "H", "H", "H", "H", "H", "H", "H", "H", "H", "H", "H", "H", "H", "H", "H", "H", "H", "H", "H", "H", "H", "H", "H", "H", "H", "H", "H", "H", "H", "H", "N", "C", "C", "C", "C", "N", "C", "C", "H", "H", "H", "H", "C", "Ge", "C", "C", "C", "C", "C", "C", "C", "C", "C", "C", "C", "C", "C", "C", "C", "C", "C", "C", "H", "H", "H", "H", "H", "H", "H", "H", "H", "H", "H", "H", "H", "H", "H", "H", "C", "Si", "C", "C", "C", "H", "H", "H", "H", "H", "H", "H", "H", "H", "H", "H"],
  "positions_angstrom": [[-0.54488, -0.71276, -0.21090], [-0.00181, -2.79827, 3.36120], [0.93576, -2.28015, 1.75347], [2.68329, -1.81211, 2.49056], [3.70495, -2.73782, 2.73670], [4.89090, -2.38147, 3.37336], [5.06984, -1.08197, 3.82415], [4.07497, -0.14053, 3.59264], [2.90557, -0.47725, 2.90036], [1.63158, 0.66720, 2.23105], [2.45185, 2.32423, 2.05978], [3.30030, 3.07541, 3.08931], [3.35959, 4.56105, 2.67878], [3.43268, 4.73030, 1.14836], [4.11885, 3.51937, 0.51707], [3.27811, 2.24742, 0.75283], [0.35434, 0.60492, 3.61843], [-0.52796, 1.84533, 3.81411], [0.05364, 2.88035, 4.78024], [0.46134, 2.25493, 6.11299], [1.42186, 1.08841, 5.89624], [0.80373, 0.04157, 4.97725], [1.38115, -4.04167, 1.09849], [1.71847, -5.11515, 1.94626], [2.24789, -6.29869, 1.46103], [2.48501, -6.44181, 0.09458], [2.11015, -5.42636, -0.76627], [1.52512, -4.24813, -0.27549], [0.75962, -3.05442, -1.44472], [-0.13984, -4.31280, -2.50216], [0.44443, -4.58754, -3.89220], [-0.35738, -5.67623, -4.61146], [-1.83273, -5.29568, -4.72028], [-2.42004, -5.04601, -3.33217], [-1.63380, -3.96133, -2.59753], [2.22542, -2.35773, -2.32223], [1.78846, -1.30796, -3.35820], [2.95567, -0.47511, -3.88905], [3.73355, 0.17582, -2.74753], [4.24618, -0.89843, -1.79449], [3.08988, -1.70641, -1.21799], [0.68827, -3.06763, 4.16862], [-0.63671, -3.66988, 3.15788], [-0.65291, -2.00439, 3.74617], [3.59298, -3.76460, 2.41348], [5.66826, -3.12322, 3.52258], [5.97607, -0.80084, 4.35104], [4.21287, 0.86573, 3.96730], [1.56801, 2.93283, 1.84669], [4.31275, 2.66466, 3.09596], [2.92178, 2.99777, 4.10677], [4.22893, 5.03035, 3.15088], [2.47395, 5.08106, 3.06226], [3.95570, 5.65541, 0.89479], [2.42457, 4.81705, 0.72922], [5.11854, 3.40601, 0.95094], [4.25980, 3.67487, -0.55494], [3.93067, 1.36773, 0.79339], [2.59642, 2.09650, -0.08762], [-0.30344, -0.15121, 3.17454], [-1.49362, 1.50634, 4.22397], [-0.73182, 2.28418, 2.84140], [-0.68387, 3.67006, 4.93996], [0.92715, 3.35759, 4.32735], [-0.43811, 1.88564, 6.62248], [0.91371, 3.00657, 6.76779], [1.69559, 0.63172, 6.85165], [2.35108, 1.45438, 5.44504], [-0.08450, -0.37705, 5.47431], [1.50032, -0.78416, 4.83597], [1.57554, -5.00527, 3.01821], [2.49348, -7.10577, 2.14215], [2.93873, -7.34683, -0.29342], [2.25748, -5.55662, -1.83455], [-0.06094, -5.23623, -1.92530], [1.49103, -4.89178, -3.81580], [0.42246, -3.67667, -4.49511], [-0.27203, -6.61363, -4.04747], [0.06836, -5.85820, -5.60112], [-2.39183, -6.07447, -5.24233], [-1.92412, -4.38059, -5.31487], [-2.37249, -5.97751, -2.75271], [-3.47350, -4.76319, -3.40370], [-2.04521, -3.81560, -1.59524], [-1.74568, -3.00727, -3.10780], [2.79858, -3.15541, -2.80988], [1.05216, -0.63637, -2.90130], [1.27722, -1.79258, -4.18848], [2.57211, 0.28230, -4.57818], [3.63348, -1.11828, -4.46435], [3.06836, 0.85491, -2.19965], [4.56049, 0.77507, -3.13507], [4.82618, -0.45870, -0.97963], [4.91689, -1.57192, -2.34348], [2.46652, -1.02820, -0.61259], [3.46245, -2.46754, -0.53169], [-6.47893, -3.27242, 3.86144], [-5.57090, -2.92129, 3.25896], [-4.41495, -2.48291, 2.48705], [-3.57779, -3.41469, 1.90144], [-2.49888, -2.95876, 1.16780], [-2.25161, -1.66438, 1.00051], [-3.04719, -0.76818, 1.57893], [-4.14907, -1.13886, 2.33551], [-3.75218, -4.47352, 2.01968], [-1.79335, -3.64937, 0.72001], [-2.79165, 0.27551, 1.42826], [-4.77944, -0.38489, 2.78303], [-0.40158, 1.42607, 0.29118], [-1.54034, 2.82533, -0.25862], [-3.49251, 2.38996, -0.19434], [-4.29978, 2.07706, -1.28977], [-5.64860, 1.75839, -1.13758], [-6.22822, 1.75379, 0.12513], [-5.45102, 2.08285, 1.23187], [-4.10492, 2.39740, 1.06727], [-1.65364, 4.55866, 0.73657], [-2.73787, 5.41502, 0.50215], [-2.84733, 6.64148, 1.14925], [-1.87207, 7.04146, 2.05847], [-0.78451, 6.21416, 2.29774], [-0.68134, 4.99247, 1.63654], [-0.88835, 3.49418, -2.02519], [-0.15145, 2.61613, -2.82416], [0.55002, 3.05672, -3.94112], [0.53122, 4.40151, -4.29121], [-0.19548, 5.29553, -3.51456], [-0.88777, 4.84447, -2.39197], [0.53988, 1.72995, -0.19328], [-3.87558, 2.08218, -2.28454], [-6.24637, 1.51646, -2.00950], [-7.27811, 1.51099, 0.24642], [-5.89921, 2.10395, 2.22124], [-3.51884, 2.67823, 1.94160], [-3.51734, 5.11629, -0.19445], [-3.69312, 7.28718, 0.94395], [-1.96176, 7.98965, 2.57614], [-0.01398, 6.51878, 2.99825], [0.18526, 4.36875, 1.82154], [-0.11260, 1.56717, -2.55078], [1.11573, 2.34783, -4.53779], [1.09066, 4.75249, -5.15129], [-0.21267, 6.34955, -3.77287], [-1.42468, 5.56792, -1.78885], [-2.77278, 1.14055, -4.64534], [-2.39597, -0.54327, -3.88614], [-1.20993, -1.24280, -5.17597], [-3.95649, -1.60525, -4.05976], [-1.89669, -0.46920, -2.11498], [-3.65071, 1.07515, -5.29977], [-1.93117, 1.48607, -5.25365], [-2.95980, 1.91750, -3.90608], [-1.73493, -1.22855, -6.14002], [-0.89153, -2.26799, -4.98770], [-0.31529, -0.61753, -5.27594], [-4.84684, -0.97392, -4.16019], [-4.10546, -2.23613, -3.17656], [-3.90997, -2.25862, -4.93849], [-2.69745, -1.02671, -1.59636], [-2.08463, 0.57474, -1.85214]],
  "gap_ev": 4.311,
  "relative_energy_kcal_mol": 14.6,
  "multiplicity": 1,
  "total_charge": -1
}

***

2.
{
  "formula": "C66H92Br2N8O6",
  "method": "ωB97M-V/def2-TZVPD",
  "elements": ["Br", "C", "C", "Br", "H", "H", "H", "H", "N", "C", "C", "C", "C", "C", "H", "H", "H", "H", "H", "N", "C", "C", "C", "C", "C", "H", "H", "H", "H", "H", "N", "C", "C", "C", "C", "C", "H", "H", "H", "H", "H", "N", "C", "C", "C", "C", "C", "H", "H", "H", "H", "H", "N", "C", "C", "C", "C", "C", "H", "H", "H", "H", "H", "N", "C", "C", "C", "C", "C", "H", "H", "H", "H", "H", "N", "C", "C", "C", "C", "C", "H", "H", "H", "H", "H", "N", "C", "C", "C", "C", "C", "H", "H", "H", "H", "H", "C", "C", "C", "O", "C", "H", "H", "H", "H", "H", "H", "H", "H", "C", "C", "C", "O", "C", "H", "H", "H", "H", "H", "H", "H", "H", "C", "C", "C", "O", "C", "H", "H", "H", "H", "H", "H", "H", "H", "C", "C", "C", "O", "C", "H", "H", "H", "H", "H", "H", "H", "H", "C", "C", "C", "O", "C", "H", "H", "H", "H", "H", "H", "H", "H", "C", "C", "C", "O", "C", "H", "H", "H", "H", "H", "H", "H", "H"],
  "positions_angstrom": [[-4.07381, 1.21386, 5.45461], [-3.31073, 3.08507, 5.12911], [-2.34484, 3.57028, 6.12504], [-1.27964, 5.10447, 5.40000], [-4.07691, 3.78361, 4.79279], [-2.69379, 3.03395, 4.23197], [-1.68367, 2.76876, 6.45448], [-2.74547, 3.92536, 7.07452], [-4.41435, 2.53067, -3.20084], [-3.36754, 1.83966, -2.70504], [-2.10674, 1.80887, -3.27188], [-1.86860, 2.53773, -4.44088], [-2.86978, 3.26347, -4.99971], [-4.11934, 3.21169, -4.36942], [-3.55718, 1.32032, -1.77729], [-1.21502, 1.27144, -2.98481], [-0.89699, 2.48490, -4.90947], [-2.55139, 3.84495, -5.85230], [-4.94774, 3.82256, -4.69655], [-2.95446, -3.08573, 4.02085], [-2.99028, -2.79911, 5.36862], [-2.05545, -1.93377, 5.99353], [-1.01149, -1.41237, 5.15896], [-1.04931, -1.66847, 3.78809], [-2.00396, -2.55702, 3.30038], [-3.74302, -3.10601, 6.07968], [-2.02117, -1.83924, 7.06884], [-0.10264, -0.87754, 5.39212], [-0.32080, -1.23686, 3.11773], [-1.99703, -2.78892, 2.24560], [-4.29898, 4.68939, 1.72833], [-4.37699, 4.39827, 0.34713], [-4.48021, 5.35578, -0.63904], [-4.51743, 6.75947, -0.24085], [-4.32931, 7.00608, 1.07880], [-4.15712, 5.99742, 2.04161], [-4.40062, 3.34226, 0.12204], [-4.54132, 5.10879, -1.68864], [-4.68265, 7.59877, -0.90016], [-4.34141, 8.02803, 1.42789], [-3.92004, 6.17837, 3.07961], [3.16203, 0.84433, 4.90926], [2.14271, 1.56884, 4.39520], [1.19845, 2.14255, 5.20095], [1.26023, 1.89430, 6.58014], [2.24988, 0.99058, 7.08551], [3.24523, 0.59209, 6.21351], [2.25407, 1.66299, 3.32509], [0.32034, 2.61844, 4.79005], [0.48564, 2.35034, 7.17884], [2.24293, 0.88227, 8.16004], [4.11486, 0.12046, 6.64675], [1.61153, 3.84217, -3.75022], [1.82903, 5.17047, -3.53888], [2.82070, 5.66084, -2.66828], [3.62245, 4.73086, -1.99817], [3.42464, 3.34784, -2.27480], [2.48447, 2.93205, -3.18270], [1.25922, 5.85768, -4.14673], [2.95338, 6.67977, -2.33573], [4.44116, 5.13069, -1.41830], [4.17283, 2.67849, -1.87657], [2.45819, 1.86342, -3.33672], [5.12902, 0.35893, -2.71426], [4.50949, -0.82610, -2.79975], [4.14809, -1.52092, -3.91698], [4.62087, -1.04622, -5.12819], [5.39987, 0.12688, -5.17005], [5.59534, 0.87775, -3.88519], [4.18374, -1.15577, -1.82425], [3.48758, -2.36686, -3.79655], [4.40937, -1.63739, -6.00693], [5.69743, 0.61484, -6.08644], [6.06676, 1.84342, -3.99316], [-0.73963, -0.74387, -0.72453], [-1.37439, -0.23875, 0.37331], [-0.77638, 0.75996, 1.13244], [0.42242, 1.31425, 0.60825], [1.00487, 0.77471, -0.52323], [0.40493, -0.23196, -1.15236], [-2.30132, -0.77368, 0.51845], [-1.33272, 1.14674, 1.97345], [0.90022, 2.13461, 1.12315], [1.86508, 1.29067, -0.92352], [0.86420, -0.73639, -1.98963], [-1.22065, -5.23945, -2.04461], [-1.52777, -4.70473, -0.87047], [-2.43053, -3.65470, -0.68801], [-3.16913, -3.29383, -1.83194], [-3.02561, -3.95301, -3.01041], [-2.00987, -4.89736, -3.09687], [-0.90274, -5.10379, -0.08531], [-2.50037, -3.01777, 0.18138], [-3.96793, -2.58620, -1.66586], [-3.75024, -3.80950, -3.79827], [-1.86670, -5.36165, -4.06141], [0.42368, -7.09287, -4.76447], [1.35738, -5.99068, -4.20376], [1.33544, -5.07832, -5.42676], [1.40557, -5.94956, -6.51616], [0.87588, -7.21628, -6.22140], [-0.62309, -6.78977, -4.78684], [0.31260, -8.01107, -4.18769], [2.38307, -6.31222, -4.02298], [1.01541, -5.41266, -3.34525], [2.23536, -4.49122, -5.24354], [0.46612, -4.43223, -5.54905], [1.68329, -7.94792, -6.19165], [0.05476, -7.47448, -6.89013], [-1.48602, -1.13073, -7.04852], [-2.02004, -1.76941, -5.72354], [-0.91006, -1.54378, -4.70122], [0.26463, -1.53580, -5.52948], [0.09619, -1.23851, -6.86973], [-1.77206, -0.10820, -7.29492], [-1.72482, -1.67119, -7.96448], [-2.17712, -2.82996, -5.92014], [-3.08252, -1.59857, -5.55015], [-0.81510, -2.24851, -3.87513], [-0.98531, -0.53079, -4.30589], [0.42026, -2.17380, -7.32616], [0.68211, -0.35678, -7.12925], [4.39407, -0.88114, 2.01796], [5.40143, -0.18453, 1.09544], [6.32318, 0.29561, 2.17729], [6.48562, -0.85560, 2.99991], [5.29756, -1.62090, 3.10786], [3.79662, -1.56190, 1.41156], [3.76315, -0.15727, 2.53374], [5.07708, 0.62642, 0.44332], [5.81940, -0.98187, 0.48091], [5.93260, 1.09335, 2.80908], [7.29745, 0.63454, 1.82513], [4.84521, -1.57453, 4.09848], [5.54732, -2.67131, 2.95832], [1.20658, -4.42559, 4.14226], [0.89702, -4.85616, 2.64126], [2.25302, -5.55133, 2.18756], [3.03545, -5.56100, 3.31879], [2.69433, -4.53586, 4.26388], [0.69960, -5.10670, 4.82575], [0.75553, -3.46514, 4.39163], [0.52365, -3.92901, 2.20643], [-0.00066, -5.47371, 2.67133], [2.71989, -4.96552, 1.39575], [2.18799, -6.59762, 1.88898], [3.17629, -3.57850, 4.06570], [2.95053, -4.85200, 5.27507], [-5.63871, -1.03366, 3.16854], [-6.09416, -2.42431, 2.78360], [-5.71759, -2.61564, 1.27102], [-4.60063, -1.73161, 1.16457], [-4.73536, -0.52660, 2.01107], [-5.12837, -1.09443, 4.12976], [-6.45458, -0.31154, 3.13694], [-7.17912, -2.45259, 2.88434], [-5.75806, -3.22263, 3.44528], [-6.37216, -2.32867, 0.44804], [-5.40736, -3.62308, 0.99365], [-5.14785, 0.23422, 1.34843], [-3.79100, -0.21528, 2.45757], [1.25418, 7.02740, 1.36424], [2.63297, 6.58328, 1.14133], [2.40296, 5.06647, 0.95330], [1.44345, 4.83547, 1.98200], [0.62278, 5.95047, 2.22758], [0.69387, 7.04359, 0.42941], [1.26236, 7.99791, 1.86036], [3.42840, 6.79387, 1.85620], [3.12840, 7.00884, 0.26866], [3.19527, 4.39551, 1.28521], [1.95132, 4.86746, -0.01856], [0.80086, 6.22197, 3.26809], [-0.43513, 5.74195, 2.06807]],
  "gap_ev": 9.215,
  "multiplicity": 1
}

***

no.,DFT total energy (eV),HOMO (eV),LUMO (eV)
1,-184369.07061,-3.03,1.2762
2,-234215.55640,-9.12,0.0939